(1)
DFT (ωB97M-V with the def2-TZVPD basis set) results for C16H11N3O4Sc as an isolated structure in a non-equilibrium geometry.

Each line ends with the Löwdin charge.
Positions of all 35 atoms, in Å:
Sc (1.581, -1.889, 0.069)  0.625
O (-0.668, -2.137, 2.585)  0.204
C (0.149, -2.095, 1.761)  0.010
C (3.451, -2.804, -0.782)  0.004
O (4.454, -3.181, -1.212)  0.184
C (0.084, -3.272, -0.907)  0.022
O (-0.769, -3.896, -1.383)  0.205
C (3.074, -1.151, 1.584)  0.023
O (3.865, -0.774, 2.339)  0.213
C (2.984, -5.804, 1.248)  -0.041
H (3.323, -5.504, 2.241)  0.066
H (2.048, -6.359, 1.183)  0.066
C (3.740, -5.587, 0.176)  -0.092
H (3.462, -5.932, -0.820)  0.076
H (4.725, -5.134, 0.263)  0.061
N (-4.382, 7.178, 0.855)  0.346
C (-3.925, 6.123, 0.605)  -0.015
C (-3.299, 4.863, 0.294)  -0.123
C (-2.507, 4.236, 1.268)  0.080
C (-1.716, 3.124, 0.942)  0.065
C (-1.736, 2.625, -0.365)  -0.096
C (-2.582, 3.204, -1.324)  0.078
C (-3.399, 4.294, -0.985)  0.086
N (-0.876, 1.561, -0.743)  0.038
C (-0.784, 0.963, -2.008)  0.046
C (0.120, -0.056, -1.912)  -0.045
N (0.559, -0.110, -0.583)  -0.054
C (-0.025, 0.900, 0.080)  -0.050
H (-2.512, 4.644, 2.286)  0.164
H (-1.062, 2.672, 1.689)  0.127
H (-2.588, 2.824, -2.349)  0.133
H (-4.091, 4.734, -1.708)  0.163
H (-1.368, 1.306, -2.845)  0.141
H (0.503, -0.749, -2.652)  0.137
H (0.168, 1.184, 1.110)  0.154

Its charge is +3. The calculation puts the orbital gap (alpha / beta) at 6.33 / 3.83 eV. The calculation puts the energy at -50098.814 eV. The calculation puts the energy above the lowest of the compared OMol25 structures with the same formula, charge and spin at 0.220 eV. For the lowest unoccupied orbital energy (alpha / beta), the calculation gives -11.5 / -14.0 eV.

=====

(2)
DFT (ωB97M-V with the def2-TZVPD basis set) results for C16H12AsBrN5O3ReS4 as an isolated structure in a non-equilibrium geometry.

Each line ends with the Löwdin charge.
Positions of all 43 atoms, in Å:
Re (0.123, -0.165, 0.425)  1.375
N (-1.375, 2.745, -1.929)  0.056
N (-2.558, 2.113, -1.538)  0.026
C (-2.589, 1.041, -0.738)  -0.554
O (-3.530, 0.386, -0.403)  0.137
O (-1.310, 0.705, -0.262)  -0.291
H (-1.482, 3.744, -1.801)  0.102
H (-1.201, 2.558, -2.911)  0.110
H (-3.454, 2.393, -1.915)  0.179
Br (-0.609, -7.681, -5.102)  0.824
C (-0.461, -7.618, -3.236)  -0.680
C (0.555, -6.852, -2.661)  -0.107
C (0.666, -6.781, -1.290)  -0.011
C (-0.243, -7.488, -0.497)  -0.252
C (-1.215, -8.306, -1.078)  0.001
C (-1.343, -8.354, -2.451)  -0.096
N (-0.243, -7.522, 0.917)  0.117
N (0.236, -6.660, 1.616)  0.110
C (0.569, -5.344, 1.366)  -0.181
C (1.854, -4.903, 1.693)  0.021
C (2.220, -3.564, 1.578)  0.067
C (1.254, -2.670, 1.183)  -0.283
O (1.411, -1.348, 1.018)  -0.287
C (-0.069, -3.070, 0.899)  -0.161
N (-0.901, -2.056, 0.538)  -0.035
C (-2.177, -2.359, 0.298)  -0.036
C (-2.659, -3.664, 0.404)  0.019
C (-1.813, -4.691, 0.753)  0.076
C (-0.458, -4.406, 0.992)  -0.061
H (1.264, -6.339, -3.296)  0.109
H (1.487, -6.228, -0.857)  0.113
H (-1.861, -8.890, -0.435)  0.127
H (-2.100, -8.970, -2.913)  0.115
H (2.577, -5.633, 2.032)  0.138
H (3.222, -3.238, 1.818)  0.144
H (-2.836, -1.538, 0.037)  0.101
H (-3.708, -3.845, 0.220)  0.133
H (-2.195, -5.699, 0.855)  0.136
S (3.464, 2.865, -1.491)  0.008
As (3.916, 4.447, -0.324)  0.450
S (0.806, 3.303, 0.680)  0.019
S (1.598, 1.444, 0.807)  0.208
S (2.318, 4.478, 1.339)  0.013

Its charge is +2. The calculation puts the orbital gap (alpha / beta) at 4.14 / 4.13 eV. The calculation puts the energy at -206713.745 eV. The calculation puts the energy above the lowest of the compared OMol25 structures with the same formula, charge and spin at 2.149 eV. For the lowest unoccupied orbital energy (alpha / beta), the calculation gives -9.0 / -9.0 eV.

=====

(3)
DFT (ωB97M-V with the def2-TZVPD basis set) results for C16H12BF4IN4NiO4S as an isolated structure in a non-equilibrium geometry.

Each line ends with the Löwdin charge.
Positions of all 44 atoms, in Å:
Ni (-0.812, -0.709, -0.401)  0.579
O (-1.941, -3.944, 2.575)  0.105
C (-1.607, -2.996, 1.676)  -0.420
O (-0.715, -3.196, 0.856)  0.066
C (-2.302, -1.685, 1.911)  -0.157
C (-3.048, -1.544, 3.087)  0.009
C (-3.717, -0.368, 3.337)  -0.004
C (-3.731, 0.563, 2.278)  0.068
C (-2.916, 0.399, 1.116)  -0.085
N (-2.078, -0.675, 1.045)  0.062
C (-2.733, 1.496, 0.049)  -0.561
O (-3.609, 2.382, -0.002)  0.053
O (-1.683, 1.265, -0.677)  -0.112
H (-1.348, -4.729, 2.532)  0.158
H (-3.092, -2.390, 3.807)  0.138
H (-4.055, -0.166, 4.314)  0.108
H (-4.336, 1.439, 2.410)  0.122
I (-1.327, -2.005, -2.665)  1.091
C (0.764, -2.111, -1.848)  -0.550
C (1.889, -2.655, -2.484)  -0.065
C (3.076, -2.548, -1.833)  -0.035
C (3.175, -1.847, -0.648)  -0.022
C (2.064, -1.155, -0.203)  -0.076
N (0.880, -1.238, -0.861)  -0.111
H (1.771, -3.182, -3.444)  0.136
H (3.958, -3.004, -2.234)  0.123
H (4.113, -1.623, -0.121)  0.131
H (2.178, -0.357, 0.542)  0.123
F (1.322, -0.406, -3.881)  0.074
B (2.054, 0.756, -3.571)  -1.215
F (1.170, 1.839, -3.509)  0.107
F (2.430, 0.690, -2.182)  0.051
F (3.194, 0.999, -4.317)  0.146
S (-1.139, 4.541, -1.289)  0.612
C (-0.132, 3.528, -0.414)  -0.903
N (0.913, 2.755, -0.925)  0.093
C (1.961, 2.497, -0.128)  -0.104
C (1.934, 2.591, 1.263)  -0.072
C (0.701, 3.128, 1.737)  -0.146
N (-0.265, 3.545, 0.933)  0.023
H (0.965, 2.417, -1.932)  0.133
H (2.881, 2.189, -0.602)  0.120
H (2.744, 2.209, 1.877)  0.087
H (0.449, 3.303, 2.824)  0.116

As for the spin multiplicity: 3. The calculation puts the orbital gap (alpha / beta) at 5.10 / 4.49 eV. The calculation puts the energy at -102467.100 eV. The calculation puts the energy above the lowest of the compared OMol25 structures with the same formula, charge and spin at 2.778 eV. For the lowest unoccupied orbital energy (alpha / beta), the calculation gives -1.8 / -2.4 eV.

=====

(4)
DFT (ωB97M-V with the def2-TZVPD basis set) results for C16H12BrCl5NO5PdS as an isolated structure.

Each line ends with the Löwdin charge.
Positions of all 42 atoms, in Å:
Pd (-0.558, 0.640, -1.172)  0.669
Cl (-1.966, -4.880, 3.581)  0.633
C (-1.605, -3.814, 2.270)  -0.730
C (-1.286, -2.481, 2.501)  -0.705
Cl (-1.248, -1.897, 4.126)  0.655
C (-0.993, -1.617, 1.451)  -0.595
Cl (-0.585, 0.023, 1.800)  0.690
C (-1.011, -2.049, 0.103)  -0.453
O (-0.758, -1.337, -0.937)  -0.296
C (-1.338, -3.418, -0.092)  -0.593
Cl (-1.368, -3.990, -1.721)  0.718
C (-1.626, -4.274, 0.955)  -0.709
Cl (-2.017, -5.926, 0.638)  0.655
C (-0.269, -1.375, -4.245)  -0.070
C (-1.450, -0.450, -4.216)  -0.273
C (-1.345, 0.867, -4.660)  -0.038
C (-2.441, 1.710, -4.652)  -0.063
C (-3.660, 1.240, -4.182)  -0.298
C (-3.784, -0.059, -3.711)  -0.047
C (-2.679, -0.894, -3.732)  -0.031
S (-5.060, 2.311, -4.201)  0.619
O (-5.159, 2.922, -5.498)  -0.303
O (-6.161, 1.585, -3.638)  -0.293
N (-4.722, 3.558, -3.196)  -0.143
C (-4.470, 3.368, -1.769)  -0.204
C (-3.029, 3.690, -1.370)  -0.078
C (-2.115, 2.493, -1.316)  -0.650
O (-2.557, 1.352, -1.011)  -0.071
O (-0.874, 2.648, -1.526)  -0.118
H (0.617, -0.874, -4.632)  0.069
H (-0.486, -2.246, -4.869)  0.083
H (-0.044, -1.729, -3.239)  0.032
H (-0.385, 1.236, -5.000)  0.117
H (-2.355, 2.727, -5.016)  0.116
H (-4.736, -0.399, -3.329)  0.114
H (-2.758, -1.903, -3.346)  0.096
H (-4.201, 4.284, -3.665)  0.106
H (-4.698, 2.332, -1.516)  0.116
H (-5.165, 3.994, -1.208)  0.113
H (-3.003, 4.132, -0.371)  0.128
H (-2.579, 4.424, -2.040)  0.121
Br (1.802, 0.397, -1.573)  -0.089

Its charge is -1. The calculation puts the orbital gap at 7.89 eV. The calculation puts the energy at -175488.530 eV. The calculation puts the energy above the lowest of the compared OMol25 structures with the same formula, charge and spin at 0.000 eV. For the lowest unoccupied orbital energy, the calculation gives 2.4 eV.

=====

(5)
DFT (ωB97M-V with the def2-TZVPD basis set) results for one molecule with the formula C16H12BrClN2O2S in a non-equilibrium geometry.

Each line ends with the Löwdin charge.
Positions of all 35 atoms, in Å:
O (2.256, 0.480, 1.480)  0.100
O (-0.817, -2.523, 2.331)  -0.545
Cl (-4.388, 1.572, -3.693)  0.607
Br (-6.103, 0.478, -1.295)  0.738
N (2.221, -0.082, -1.302)  0.122
C (1.159, -0.020, 1.639)  -0.391
C (0.002, 0.623, -0.582)  -0.018
C (0.014, 0.287, 0.773)  -0.113
C (3.356, 0.146, -1.979)  -0.121
C (1.183, 0.771, -1.447)  -0.226
C (3.515, 1.284, -2.759)  -0.086
C (1.278, 1.888, -2.271)  -0.012
C (2.472, 2.163, -2.954)  -0.055
C (-2.050, 1.120, -2.180)  -0.023
C (-3.579, 0.339, 0.005)  -0.063
C (-3.468, 1.106, -2.260)  -0.648
C (-4.225, 0.695, -1.156)  -0.712
C (-1.409, 0.784, -1.004)  -0.097
C (-2.193, 0.427, 0.115)  -0.164
N (-1.306, 0.207, 1.178)  0.128
S (0.648, -2.556, 2.359)  0.895
C (0.945, -3.527, 3.868)  -0.243
C (0.997, -0.859, 2.895)  -0.256
H (4.236, -0.509, -1.916)  0.112
H (4.473, 1.387, -3.242)  0.097
H (0.438, 2.578, -2.362)  0.113
H (2.605, 3.024, -3.591)  0.105
H (-1.532, 1.397, -3.084)  0.106
H (-4.137, 0.022, 0.901)  0.121
H (-1.619, -0.277, 2.025)  0.146
H (0.284, -4.426, 3.853)  0.072
H (1.984, -3.820, 3.932)  0.040
H (0.704, -2.904, 4.739)  0.056
H (1.905, -0.795, 3.521)  0.115
H (0.150, -0.480, 3.459)  0.101

The calculation puts the orbital gap at 7.75 eV. The calculation puts the energy at -117260.896 eV. The calculation puts the energy above the lowest of the compared OMol25 structures with the same formula, charge and spin at 0.217 eV. For the lowest unoccupied orbital energy, the calculation gives -0.5 eV.

=====

(6)
DFT (ωB97M-V with the def2-TZVPD basis set) results for C16H12Co2NO7 as an isolated structure in a non-equilibrium geometry.

Each line ends with the Löwdin charge.
Positions of all 38 atoms, in Å:
O (-0.524, -0.756, -3.616)  0.085
C (-0.019, -0.792, -2.568)  -0.171
Co (0.970, -0.879, -1.057)  0.070
C (1.321, -2.391, -0.211)  -0.168
O (1.741, -3.344, 0.303)  0.080
C (2.560, -0.654, -1.679)  -0.188
O (3.637, -0.518, -2.085)  0.081
C (0.738, 0.423, 0.489)  -0.308
C (1.802, 0.331, 1.474)  -0.229
C (1.850, -0.756, 2.373)  -0.057
C (3.022, -1.022, 3.086)  -0.092
C (4.139, -0.186, 2.921)  -0.117
C (4.029, 0.991, 2.167)  -0.103
C (2.866, 1.255, 1.442)  -0.033
C (0.172, 1.405, -0.351)  -0.398
C (0.407, 2.316, -1.306)  -0.042
Co (-1.066, 0.482, 0.501)  0.102
C (-1.938, 1.679, 1.490)  -0.107
O (-2.574, 2.474, 2.034)  0.116
C (-1.528, -1.056, 1.368)  -0.091
O (-1.859, -1.967, 1.999)  0.109
C (-2.183, 0.588, -0.848)  -0.149
O (-2.951, 0.736, -1.698)  0.132
H (0.948, -1.356, 2.514)  0.100
H (3.053, -1.881, 3.759)  0.097
H (5.104, -0.465, 3.374)  0.092
H (4.843, 1.726, 2.136)  0.095
H (2.754, 2.153, 0.826)  0.115
H (-0.357, 3.066, -1.518)  0.037
H (1.398, 2.399, -1.767)  0.048
C (-1.056, -4.260, -2.495)  -0.135
N (-1.686, -3.177, -1.765)  -0.138
O (-1.787, -3.695, -0.413)  -0.138
H (-0.821, -3.933, -3.509)  0.075
H (-0.162, -4.636, -1.987)  0.071
H (-1.758, -5.099, -2.579)  0.071
H (-1.037, -2.391, -1.663)  0.001
H (-2.715, -3.483, -0.150)  0.091

Its charge is -1. The calculation puts the orbital gap at 5.90 eV. The calculation puts the energy at -107859.655 eV. The calculation puts the energy above the lowest of the compared OMol25 structures with the same formula, charge and spin at 0.271 eV. For the lowest unoccupied orbital energy, the calculation gives 2.4 eV.